# 1
12
Properties=species:S:1:pos:R:3:forces:R:3:mulliken_charge:R:1 method="wB97M-V/def2-TZVPD" lumo_energy_ev=0.5 e_above_lowest_kcal_mol=82.5 orbital_gap_ev=9.6 e_homo_ha=-0.3355 e_tot_ev=-6759.171 smiles="C=CN=C.O"
H 0.3977 -2.3334 0.6958 0.2 0.7 -0.7 0.28
H -0.5350 -0.8549 -0.0608 0.2 -0.2 0.8 -0.14
C 0.3930 -1.2621 0.3967 -0.1 -0.3 -0.4 0.15
O -3.3730 -0.6692 -0.3603 1.4 3.3 -0.5 -0.63
H 1.1064 2.2142 -1.1670 -0.8 2.8 -0.9 0.25
C 1.1229 0.9283 0.3763 0.3 -2.0 -2.0 -0.14
H 0.2030 1.2736 0.8760 0.4 -0.4 -0.3 0.40
H -2.4869 -0.2190 -0.5798 -1.5 -1.6 0.4 0.29
H 2.6360 1.2142 -1.0117 0.1 -0.1 -0.4 0.32
N 1.4385 -0.5558 0.4971 -0.5 2.5 1.7 -0.49
C 1.7285 1.6258 -0.6103 0.2 -3.0 2.2 -0.62
H -3.8736 0.1979 -0.3261 0.1 -1.7 0.1 0.33

***

# 2
13
Properties=species:S:1:pos:R:3:forces:R:3:mulliken_charge:R:1 method="wB97M-V/def2-TZVPD" lumo_energy_ev=0.3 e_above_lowest_kcal_mol=114.9 orbital_gap_ev=11.0 e_homo_ha=-0.3919 e_tot_ev=-11393.710 smiles="CCOOC(=O)O"
O -2.3170 -0.1005 0.9244 1.6 1.3 -1.5 -0.43
H 1.4894 -0.9862 1.2879 -0.3 -0.3 -1.6 0.26
H 2.0780 -1.2489 -0.4999 -1.2 0.4 1.2 0.31
H -1.5998 -0.6382 1.3285 -0.4 0.6 -0.4 0.36
H 2.1544 1.1009 -0.3262 -1.8 -0.1 0.0 0.30
C 1.0976 0.7417 -0.0668 0.7 -2.0 0.6 -0.28
O -2.3934 -0.3809 -1.3358 1.8 3.0 3.4 -0.44
H 0.2964 -1.4395 -0.1304 1.2 0.9 0.7 0.24
O 0.1592 0.9000 -1.1763 2.6 -0.4 -0.2 -0.20
C -1.9247 0.2867 -0.3908 -1.4 -4.0 -3.3 0.59
O -1.0159 1.3598 -0.6695 -3.3 0.1 2.5 -0.17
C 1.2358 -0.8671 0.1808 0.4 1.0 -0.1 -0.85
H 0.7401 1.2720 0.8742 0.2 -0.5 -1.5 0.31

***

# 3
48
Properties=species:S:1:pos:R:3:forces:R:3:mulliken_charge:R:1 method="wB97M-V/def2-TZVPD" lumo_energy_ev="3.4 / 3.4" e_above_lowest_kcal_mol=44.5 charge=-2 multiplicity=3 orbital_gap_ev="5.8 / 5.8" e_homo_ha="-0.0871 / -0.0887" e_tot_ev=-119669.721
C -3.2361 -1.9729 1.4432 -2.1 2.1 2.5 0.71
H -1.8121 -1.4551 4.9395 0.5 0.5 -0.2 0.29
C -0.0208 -1.9400 3.8217 -0.6 1.1 0.3 -0.79
H -2.3884 3.1855 4.3404 -0.3 0.3 -0.3 0.37
C -1.1782 0.1337 3.5532 -0.7 0.1 -0.1 1.18
H 0.0286 -0.4277 -4.6789 -0.5 1.7 -0.5 0.31
C -1.9885 1.1030 4.1425 0.0 1.5 0.1 -0.85
C 2.6246 -0.1729 -2.6316 -0.4 1.2 -0.3 -0.56
P -1.9111 0.6787 -1.9295 -1.0 -0.9 0.7 0.35
O -2.0227 -0.4670 -3.1333 -0.7 3.1 1.8 -0.39
N 0.2979 2.1648 0.7708 2.6 -1.9 -0.6 -0.41
H -1.1028 2.5505 -2.2653 -0.1 1.2 0.4 0.25
O -3.2496 1.3058 -1.7049 1.3 -0.3 -0.5 -0.81
C 0.6800 -1.6257 2.6235 -0.6 0.4 0.2 -0.34
H -2.5982 0.8335 5.0014 0.2 0.0 -0.1 0.32
O -0.8692 1.7082 -2.6187 0.0 -1.2 -0.4 -0.42
C -1.1369 2.7467 2.5942 0.8 -0.6 0.3 -0.36
Cl 3.6820 3.4161 -3.8257 0.7 1.7 -1.1 -0.30
V -0.2445 -1.7437 -0.0724 1.3 2.7 -3.9 0.95
H 1.6431 -2.1153 2.4055 -1.0 -0.4 -0.7 0.45
N -4.0016 -1.4393 2.1786 1.9 -1.5 -2.0 -0.76
C 3.0993 0.8423 -3.4422 -0.5 1.0 1.4 -0.59
H 3.4543 0.6760 -4.4554 0.3 0.0 0.3 0.42
C 3.0334 2.1678 -2.9074 -1.3 -1.9 1.3 0.34
C -0.4291 0.4060 2.3701 -0.6 -1.4 0.6 -0.11
C 1.9525 0.1391 -1.4306 0.5 -1.6 2.0 0.45
C -0.3555 1.7446 1.9296 -1.5 2.0 0.1 0.10
H -1.0243 3.8023 2.2628 -0.1 -1.0 0.1 0.35
H 1.9746 0.9338 1.2829 -0.7 0.5 -0.7 0.15
C 1.4364 1.5508 0.5093 -2.3 0.3 0.9 -0.39
S 0.7626 -4.0123 -0.0104 0.3 0.5 0.1 -0.43
C 1.5193 -3.5817 -1.4539 2.3 -0.6 -3.3 0.76
O 0.0623 -1.2562 -4.2605 0.1 -1.9 1.3 -0.48
H 2.3556 3.4628 -1.2472 0.4 -0.1 -0.4 0.36
N 0.2283 -0.6841 1.7806 1.4 0.7 1.6 0.58
C 1.9427 1.4250 -0.8461 0.8 0.4 -2.2 0.66
O -1.2201 0.0552 -0.7180 0.0 -0.4 -0.3 0.08
H 0.2185 -2.7772 4.4501 0.3 -0.4 -0.2 0.43
O -2.0472 -2.6874 -4.1347 0.5 0.2 0.4 -0.83
C -1.0803 -1.1270 4.1849 0.7 -1.1 -0.5 -0.37
P -1.1997 -1.7608 -3.3409 1.4 -3.0 -1.0 0.52
C -1.9269 2.4343 3.7209 0.7 -1.3 -0.4 -0.65
C 2.4414 2.4500 -1.6503 0.4 0.0 -0.4 -0.65
N 2.0814 -3.4462 -2.4945 -1.4 -0.5 3.3 -0.82
O 1.5239 -0.8718 -0.6978 -0.6 -0.3 0.2 -0.84
O -0.5596 -2.3199 -2.0473 -1.0 1.3 0.0 -0.18
H 2.6768 -1.2145 -2.8612 -0.1 -0.5 -0.4 0.38
S -2.1160 -2.8176 0.5532 -1.0 -1.5 0.3 -0.44

***

# 4
10
Properties=species:S:1:pos:R:3:forces:R:3:mulliken_charge:R:1 method="wB97M-V/def2-TZVPD" lumo_energy_ev=-0.8 e_above_lowest_kcal_mol=22.9 orbital_gap_ev=6.0 e_homo_ha=-0.2476 e_tot_ev=-9132.303
C -0.2388 -1.1835 1.3771 0.4 0.2 2.3 -1.04
H 0.6833 -1.7366 1.2525 -0.2 0.1 0.2 0.35
C -2.1873 -0.9708 -1.0764 -1.9 0.0 -0.8 -1.40
C -1.7930 0.2384 -1.0758 2.3 -1.2 1.7 0.88
O -1.0016 1.0771 -0.6595 -0.8 1.2 -0.7 -0.59
O -2.4992 -1.3367 2.1686 -0.2 0.5 1.7 -0.78
Rb 1.2438 1.5684 1.2261 -0.7 -0.4 -0.3 0.88
C -1.2565 -1.2440 2.1612 0.0 -0.6 -3.9 0.62
H -2.5899 -1.6941 -1.7770 0.2 0.4 0.1 0.24
Li -3.4872 -0.8649 0.6888 0.9 -0.2 -0.1 0.83

***

# 5
12
Properties=species:S:1:pos:R:3:forces:R:3:mulliken_charge:R:1 method="wB97M-V/def2-TZVPD" lumo_energy_ev=0.8 e_above_lowest_kcal_mol=52.5 orbital_gap_ev=10.5 e_homo_ha=-0.3554 e_tot_ev=-7223.313
H 0.1818 1.0301 -1.6925 -0.7 -0.8 1.4 0.18
H 1.2674 1.4273 0.3576 -0.1 0.0 0.3 0.29
C 0.5577 0.0421 -1.2056 -0.7 2.3 -1.0 -0.46
N -1.2893 -0.9690 2.8034 0.3 0.4 -0.9 -0.40
H 1.1125 -0.1082 -2.1068 1.4 -2.0 0.1 0.39
C 0.9519 0.3959 0.2374 0.1 0.3 0.0 -0.62
N -0.4497 -0.8491 -0.6492 -0.1 -0.2 -0.3 -0.48
C -0.5409 0.0511 0.5051 -0.1 0.0 0.2 0.39
H -1.1659 0.9439 0.3263 0.1 -0.2 0.0 0.27
C -0.9468 -0.5414 1.7854 -0.2 -0.4 0.8 -0.08
H -1.2754 -1.1355 -1.1627 0.0 0.4 0.0 0.24
H 1.5967 -0.2873 0.8016 0.0 0.0 -0.5 0.28

***

# 6
14
Properties=species:S:1:pos:R:3:forces:R:3:mulliken_charge:R:1 method="wB97M-V/def2-TZVPD" lumo_energy_ev=0.7 e_above_lowest_kcal_mol=116.6 orbital_gap_ev=9.5 e_homo_ha=-0.3246 e_tot_ev=-17155.396 smiles=SC[C@@H]1CCO1
H -2.5471 0.4358 -0.7719 2.2 0.9 -0.7 0.22
C -0.7897 0.8649 0.5642 2.8 3.1 1.2 -0.52
S 2.0764 -1.5404 -0.6515 2.8 -2.9 1.1 -0.29
C 0.4641 0.2710 -0.1808 -3.0 -1.1 2.2 0.12
H -0.1768 -1.7158 0.3322 -5.1 -3.6 -1.9 0.59
O -0.4204 0.2689 -1.3916 2.3 -0.4 -1.2 -0.37
H 0.6511 -1.2533 1.4558 1.4 1.0 -1.9 0.34
H -1.5494 2.0588 -1.3800 -0.3 -2.6 1.9 0.22
H -1.2210 0.2115 1.4583 0.9 2.0 -1.9 0.31
C -1.4830 0.9645 -0.8024 -1.8 1.5 0.0 -0.36
C 0.6166 -1.1711 0.2688 5.3 3.9 3.1 -0.97
H -0.1533 1.9007 0.7260 -2.9 -1.8 1.1 0.22
H 3.0100 -2.1002 0.3533 -1.8 0.8 -1.7 0.15
H 1.5225 0.8048 0.0195 -2.7 -0.7 -1.6 0.35